Version 1
Entry from the Open Molecules 2025 dataset: a molecular structure, C19H18Cl2N7OPdS3 (ωB97M-V/def2-TZVPD).

Geometry as ORCA input:
```
! wB97M-V def2-TZVPD RIJCOSX def2/J DEFGRID3
* xyz 1 1
Pd -0.59 -0.83 -0.93
Cl -2.01 3.45 -2.77
Cl 2.98 3.64 -4.77
S -0.26 -5.21 0.82
S 0.57 1.09 0.36
S -5.01 -0.93 0.50
O -1.34 0.65 -2.12
N 0.61 2.47 2.60
N 1.63 -3.60 -0.24
N 0.50 0.19 2.88
N 1.03 -0.51 -2.42
N -3.56 1.00 -0.71
N -2.54 -1.03 -0.09
N -0.54 -2.80 0.07
C 3.23 -0.59 -3.34
C -1.77 -3.20 0.58
C -4.13 -2.36 0.90
C 1.94 1.43 -3.56
C -0.36 1.36 -2.68
C 0.55 1.25 2.06
C 0.53 0.29 4.34
C 1.73 2.76 -3.96
C -3.59 -0.23 -0.19
C 0.89 0.76 -2.90
C -0.50 2.67 -3.07
C 0.53 3.36 -3.72
C -2.85 -2.24 0.51
C 1.29 1.54 4.74
C -1.80 -4.47 1.02
C 3.14 0.70 -3.77
C 0.35 -3.75 0.14
C 2.14 -1.16 -2.65
C 0.67 2.74 4.04
H 1.25 3.64 4.20
H 4.11 -1.18 -3.53
H 0.63 3.24 1.95
H -0.34 2.91 4.42
H 0.43 -0.71 2.44
H 2.34 1.45 4.43
H 0.36 4.39 -4.04
H -0.49 0.33 4.73
H 1.93 -2.69 -0.56
H 3.96 1.18 -4.28
H 1.02 -0.60 4.73
H -2.75 1.23 -1.30
H -4.43 1.45 -0.93
H -2.63 -5.01 1.44
H 1.26 1.67 5.82
H -4.61 -3.19 1.39
H 2.20 -2.18 -2.31
H 2.27 -4.37 -0.26
*
```

The calculation puts the HOMO-LUMO gap (alpha / beta) at 0.2447 / 0.2444 Eh. The calculation puts the HOMO energy (alpha / beta) at -10.0558 / -10.0173 eV.

List of natural (NBO) charges in e, atom by atom: Pd 0.9989; Cl 0.0216; Cl 0.0283; S 0.4418; S -0.3974; S 0.4320; O -0.7272; N -0.5820; N -0.7875; N -0.5885; N -0.4512; N -0.7799; N -0.5443; N -0.5433; C -0.2640; C 0.0834; C -0.4437; C -0.1052; C 0.3683; C 0.3494; C -0.2174; C -0.0290; C 0.2912; C 0.1059; C -0.1076; C -0.2045; C 0.1812; C -0.4223; C -0.4127; C -0.0877; C 0.2678; C 0.0722; C -0.2179; H 0.2237; H 0.2373; H 0.4276; H 0.1979; H 0.4178; H 0.2187; H 0.2519; H 0.1966; H 0.4129; H 0.2444; H 0.2188; H 0.4568; H 0.4061; H 0.2597; H 0.2368; H 0.2568; H 0.1877; H 0.4199

***

Version 2
Entry from the Open Molecules 2025 dataset: a molecular structure, C19H18Cl2N7OPdS3 (ωB97M-V/def2-TZVPD).

Geometry as ORCA input:
```
! wB97M-V def2-TZVPD RIJCOSX def2/J DEFGRID3
* xyz 1 1
Pd -0.22 0.07 0.25
Cl -5.58 -4.06 -0.81
Cl -0.33 -4.83 0.07
S -1.33 -0.70 2.84
S 4.34 -0.07 0.26
S -0.05 4.59 0.99
O -0.18 -1.87 -0.12
N 0.48 0.73 4.15
N -2.02 2.79 1.49
N 1.81 0.19 0.39
N -2.21 -0.18 -0.41
N 0.04 2.06 0.69
N -0.63 -0.85 5.38
N 2.48 -2.05 0.44
C 0.55 0.91 6.56
C -0.78 3.02 1.05
C 2.74 -0.74 0.36
C 1.33 2.53 0.48
C 1.31 1.16 5.27
C -3.80 -2.00 -0.63
C -3.17 0.68 -0.68
C 2.33 1.47 0.33
C -2.94 -4.25 -0.36
C 0.10 -0.54 6.61
C -1.64 -3.74 -0.18
C -2.49 -1.52 -0.42
C -0.44 -0.24 4.21
C -4.81 -1.05 -0.88
C 1.46 3.87 0.55
C -1.39 -2.39 -0.22
C -3.99 -3.41 -0.58
C 3.67 1.53 0.25
C -4.49 0.27 -0.93
H -0.32 1.57 6.61
H 1.51 -2.34 0.29
H -1.33 -1.58 5.38
H -3.10 -5.32 -0.32
H 0.96 -1.20 6.71
H -2.90 1.72 -0.72
H -2.25 1.85 1.78
H 0.61 1.14 3.24
H 3.22 -2.71 0.26
H 2.25 0.61 5.27
H 1.54 2.21 5.14
H -0.57 -0.71 7.45
H -5.82 -1.39 -1.05
H -5.24 1.02 -1.14
H 4.31 2.40 0.22
H 2.35 4.47 0.41
H -2.62 3.54 1.79
H 1.19 1.13 7.42
*
```

The calculation puts the HOMO-LUMO gap at 0.2713 Eh. The calculation puts the HOMO energy at -10.0911 eV.

List of natural (NBO) charges in e, atom by atom: Pd 0.9545; Cl 0.0277; Cl 0.0290; S -0.3848; S 0.4342; S 0.4412; O -0.7408; N -0.5965; N -0.7933; N -0.5508; N -0.4536; N -0.5384; N -0.5828; N -0.7757; C -0.4211; C 0.2779; C 0.2933; C 0.0832; C -0.2171; C -0.0333; C 0.0761; C 0.1792; C -0.1979; C -0.2186; C -0.1179; C 0.0801; C 0.3368; C -0.1035; C -0.4080; C 0.3740; C -0.0677; C -0.4395; C -0.2696; H 0.2165; H 0.4601; H 0.4277; H 0.2517; H 0.1988; H 0.2125; H 0.4394; H 0.4148; H 0.4103; H 0.1961; H 0.2156; H 0.2233; H 0.2440; H 0.2379; H 0.2594; H 0.2619; H 0.4176; H 0.2363

***

Stability, lowest: version 1

***

Version 1
Entry from the Open Molecules 2025 dataset: a gas-phase ion, C3H8NO (charge -1) (ωB97M-V/def2-TZVPD).

Geometry as ORCA input:
```
! wB97M-V def2-TZVPD RIJCOSX def2/J DEFGRID3
* xyz -1 1
O -0.17 -2.43 -0.16
N -0.79 0.41 1.29
C 0.89 1.11 -0.37
C 0.23 -0.08 0.33
C -0.30 -1.18 -0.64
H 0.25 1.39 -1.22
H 0.18 -1.00 -1.64
H -0.99 -0.32 1.96
H 1.88 0.87 -0.74
H 0.96 -0.60 0.95
H 0.87 2.02 0.24
H -1.38 -0.86 -0.81
H -1.63 0.68 0.79
*
```

The calculation puts the HOMO-LUMO gap at 0.2446 Eh. The calculation puts the HOMO energy at -2.1887 eV. Its structure (SMILES) is C[C@@H](N)C[O-].

List of natural (NBO) charges in e, atom by atom: O -0.9540; N -0.8697; C -0.6214; C -0.0969; C -0.0064; H 0.1818; H 0.0579; H 0.3610; H 0.1979; H 0.1781; H 0.1932; H 0.0430; H 0.3357

***

Version 2
Entry from the Open Molecules 2025 dataset: a molecular structure, C3H8NO (ωB97M-V/def2-TZVPD).

Geometry as ORCA input:
```
! wB97M-V def2-TZVPD RIJCOSX def2/J DEFGRID3
* xyz -1 1
O -0.72 -1.02 1.55
N 1.05 0.44 0.36
C -0.73 -1.98 0.56
C 0.83 1.51 -0.50
C -0.32 1.87 -1.08
H -0.50 2.64 -1.81
H 0.01 -0.14 1.08
H -1.75 -2.37 0.49
H -1.19 1.29 -0.93
H -0.35 -1.61 -0.34
H -0.04 -2.81 0.87
H 1.76 1.91 -0.83
H 1.96 0.28 0.57
*
```

The calculation puts the HOMO-LUMO gap at 0.2663 Eh. The calculation puts the HOMO energy at -2.6719 eV.

List of natural (NBO) charges in e, atom by atom: O -0.8762; N -0.9301; C -0.2313; C 0.0391; C -0.6692; H 0.1705; H 0.4698; H 0.1271; H 0.1800; H 0.1559; H 0.1048; H 0.1326; H 0.3272

***

Stability, lowest: version 2

***

Version 1
Entry from the Open Molecules 2025 dataset: 2 unconnected molecules or ions with the total composition C2H3IO2 (ωB97M-V/def2-TZVPD).

Geometry as ORCA input:
```
! wB97M-V def2-TZVPD RIJCOSX def2/J DEFGRID3
* xyz 0 1
I -1.92 0.99 -0.15
O 0.02 1.95 1.87
O 0.99 0.11 -1.42
C 0.91 -1.09 -1.39
C -0.77 1.09 1.64
H -1.10 0.25 2.21
H 0.17 -1.67 -1.85
H 1.69 -1.63 -0.91
*
```

The calculation puts the HOMO-LUMO gap at 0.3733 Eh. The calculation puts the HOMO energy at -9.7630 eV. Its structure (SMILES) is O=CI.C=O.

List of natural (NBO) charges in e, atom by atom: I 0.0126; O -0.4627; O -0.4881; C 0.2790; C 0.3019; H 0.1498; H 0.1088; H 0.0987

***

Version 2
Entry from the Open Molecules 2025 dataset: C2H3IO2 in the gas phase (ωB97M-V/def2-TZVPD).

Geometry as ORCA input:
```
! wB97M-V def2-TZVPD RIJCOSX def2/J DEFGRID3
* xyz 0 1
I -2.48 -1.10 -0.81
O 1.34 1.26 -0.30
O 0.31 -0.74 0.00
C -0.89 -0.04 0.30
C 1.35 0.06 -0.24
H 2.27 -0.43 -0.42
H -1.08 0.01 1.39
H -0.81 0.96 0.06
*
```

The calculation puts the HOMO-LUMO gap at 0.3655 Eh. The calculation puts the HOMO energy at -9.8656 eV. Its structure (SMILES) is O=COCI.

List of natural (NBO) charges in e, atom by atom: I 0.0709; O -0.5767; O -0.5097; C -0.1797; C 0.6399; H 0.1339; H 0.2073; H 0.2141

***

Version 3
Entry from the Open Molecules 2025 dataset: 2 unconnected molecules or ions with the total composition C2H3IO2 (ωB97M-V/def2-TZVPD).

Geometry as ORCA input:
```
! wB97M-V def2-TZVPD RIJCOSX def2/J DEFGRID3
* xyz 0 1
I 3.13 -0.21 -0.06
O 0.82 1.19 0.83
O 1.55 -0.84 -0.91
C 0.03 0.54 0.23
C -1.22 -0.06 0.04
H -1.95 0.43 0.68
H -0.84 -1.05 0.24
H -1.52 0.01 -1.04
*
```

The calculation puts the HOMO-LUMO gap (alpha / beta) at 0.2680 / 0.2680 Eh. The calculation puts the HOMO energy (alpha / beta) at -7.7958 / -7.7960 eV.

List of natural (NBO) charges in e, atom by atom: I 0.3991; O -0.3764; O -1.0092; C 0.8722; C -0.7897; H 0.2717; H 0.3269; H 0.3052

***

Version 4
Entry from the Open Molecules 2025 dataset: 2 unconnected molecules or ions with the total composition C2H3IO2 (ωB97M-V/def2-TZVPD).

Geometry as ORCA input:
```
! wB97M-V def2-TZVPD RIJCOSX def2/J DEFGRID3
* xyz 0 1
I -2.97 0.29 -0.18
O -0.87 -1.54 0.36
O -1.44 1.38 -0.22
C 1.16 0.02 0.06
C 0.20 -1.05 0.23
H 1.63 0.56 0.87
H 0.49 0.72 -0.40
H 1.79 -0.39 -0.73
*
```

The calculation puts the HOMO-LUMO gap (alpha / beta) at 0.1839 / 0.2557 Eh. The calculation puts the HOMO energy (alpha / beta) at -6.9434 / -7.7126 eV.

List of natural (NBO) charges in e, atom by atom: I 0.5006; O -0.3402; O -1.0796; C -0.8058; C 0.7914; H 0.3088; H 0.3593; H 0.2656

***

Stability, lowest: version 4

***

Version 1
Entry from the Open Molecules 2025 dataset: 2 unconnected molecules or ions with the total composition C2H9NO5 (ωB97M-V/def2-TZVPD).

Geometry as ORCA input:
```
! wB97M-V def2-TZVPD RIJCOSX def2/J DEFGRID3
* xyz 0 1
O -1.80 0.42 1.02
O 0.96 1.05 1.25
O -1.02 -0.35 -0.08
O 1.34 -0.42 -0.61
O 1.75 -1.41 0.30
N 0.87 1.88 -0.92
C -1.50 -1.66 -0.25
C 1.49 1.04 0.01
H -0.11 1.62 -1.04
H -2.39 -1.70 -0.87
H 2.57 1.21 0.08
H 1.43 -1.07 1.16
H -1.69 -2.12 0.73
H -2.52 0.86 0.54
H -0.66 -2.18 -0.72
H -0.04 0.95 1.21
H 1.34 1.87 -1.81
*
```

The calculation puts the HOMO-LUMO gap at 0.3421 Eh. The calculation puts the HOMO energy at -9.0145 eV. Its structure (SMILES) is N[C@@H](O)OO.COO.

List of natural (NBO) charges in e, atom by atom: O -0.5089; O -0.7234; O -0.2853; O -0.3460; O -0.4698; N -0.8413; C -0.2748; C 0.4953; H 0.3742; H 0.1688; H 0.1635; H 0.4545; H 0.1943; H 0.4724; H 0.2376; H 0.5093; H 0.3796

***

Version 2
Entry from the Open Molecules 2025 dataset: 4 unconnected molecules or ions with the total composition C2H9NO5 (ωB97M-V/def2-TZVPD).

Geometry as ORCA input:
```
! wB97M-V def2-TZVPD RIJCOSX def2/J DEFGRID3
* xyz 0 1
O 2.46 -0.79 0.72
O -0.10 -2.22 -0.41
O 0.54 -0.05 -2.08
O -1.88 1.70 1.10
O 0.99 1.62 1.47
N -1.25 -0.24 -0.62
C -0.23 0.44 -1.30
C -1.10 -1.57 -0.26
H -2.03 -1.94 0.21
H -0.96 1.83 1.36
H 1.97 -1.48 1.19
H 2.08 -0.91 -0.12
H -1.86 0.39 -0.07
H 1.55 2.38 1.25
H -2.34 1.56 1.94
H -0.14 1.49 -0.97
H 1.60 0.88 1.27
*
```

The calculation puts the HOMO-LUMO gap at 0.3802 Eh. The calculation puts the HOMO energy at -9.9364 eV. Its structure (SMILES) is O=CNC=O.O.O.O.

List of natural (NBO) charges in e, atom by atom: O -0.9492; O -0.5712; O -0.5447; O -0.9686; O -0.9934; N -0.7014; C 0.5400; C 0.5497; H 0.1144; H 0.5129; H 0.4798; H 0.4887; H 0.4495; H 0.4775; H 0.4815; H 0.1231; H 0.5113

***

Stability, lowest: version 1

***

Version 1
Entry from the Open Molecules 2025 dataset: a gas-phase ion, C4H3O3 (charge -1) (ωB97M-V/def2-TZVPD).

Geometry as ORCA input:
```
! wB97M-V def2-TZVPD RIJCOSX def2/J DEFGRID3
* xyz -1 1
O -1.96 -0.44 -0.94
O 2.02 0.30 1.23
O 0.40 1.75 -1.41
C -0.91 -0.20 -0.36
C -0.26 -0.84 0.93
C 0.90 0.10 0.78
C 0.10 0.71 -0.49
H -0.65 -0.83 1.88
H 0.39 1.27 -2.17
H -0.04 -1.82 0.56
*
```

The calculation puts the HOMO-LUMO gap at 0.2602 Eh. The calculation puts the HOMO energy at -2.9184 eV. Its structure (SMILES) is O=C1CC([O-])=C1O.

List of natural (NBO) charges in e, atom by atom: O -0.7331; O -0.6501; O -0.7098; C 0.4160; C -0.5780; C 0.5369; C -0.1102; H 0.1867; H 0.4560; H 0.1857

***

Version 2
Entry from the Open Molecules 2025 dataset: 2 unconnected molecules or ions with the total composition C4H3O3 (ωB97M-V/def2-TZVPD).

Geometry as ORCA input:
```
! wB97M-V def2-TZVPD RIJCOSX def2/J DEFGRID3
* xyz -1 1
O -0.79 4.79 -1.23
O -2.85 0.97 0.12
O 0.11 2.55 -1.41
C -1.85 1.47 -0.22
C 0.06 -0.16 0.10
C -0.71 3.60 -1.20
C -1.34 2.37 -1.07
H -0.81 -0.83 -0.15
H 0.67 -0.28 -0.73
H 0.30 -0.24 1.09
*
```

The calculation puts the HOMO-LUMO gap (alpha / beta) at 0.2536 / 0.2533 Eh. The calculation puts the HOMO energy (alpha / beta) at -2.8391 / -2.8307 eV.

List of natural (NBO) charges in e, atom by atom: O -0.6113; O -0.5771; O -0.4866; C 0.5945; C -0.9313; C 0.7615; C -0.2427; H 0.1614; H 0.1699; H 0.1617

***

Stability, lowest: version 2

***

Version 1
Entry from the Open Molecules 2025 dataset: C7H9N3O in the gas phase (ωB97M-V/def2-TZVPD).

Geometry as ORCA input:
```
! wB97M-V def2-TZVPD RIJCOSX def2/J DEFGRID3
* xyz 0 1
O 1.99 -2.35 -1.53
N -1.15 1.91 1.87
N 1.07 -0.40 -0.89
N -1.51 0.84 -1.56
C 1.10 -1.79 -0.92
C -0.05 -2.53 -0.24
C 0.05 1.34 2.23
C -0.91 1.00 -0.31
C 0.25 0.41 0.08
C 0.70 0.48 1.40
C -1.52 1.83 0.66
H -0.38 -3.26 -1.01
H 0.39 1.68 3.21
H -0.92 0.25 -2.22
H -1.75 1.74 -2.08
H 1.58 -0.10 1.69
H -0.97 -1.87 -0.21
H 0.25 -2.90 0.76
H 1.75 0.11 -1.40
H -2.47 2.27 0.29
*
```

The calculation puts the HOMO-LUMO gap at 0.3528 Eh. The calculation puts the HOMO energy at -8.9101 eV. Its structure (SMILES) is CC(=O)Nc1ccncc1N.

List of natural (NBO) charges in e, atom by atom: O -0.6015; N -0.3933; N -0.6642; N -0.8177; C 0.6832; C -0.7315; C -0.0085; C 0.1034; C 0.1072; C -0.2504; C 0.0405; H 0.2495; H 0.2061; H 0.3913; H 0.3880; H 0.2341; H 0.2252; H 0.2480; H 0.4093; H 0.1813

***

Version 2
Entry from the Open Molecules 2025 dataset: 3 unconnected molecules or ions with the total composition C7H9N3O (ωB97M-V/def2-TZVPD).

Geometry as ORCA input:
```
! wB97M-V def2-TZVPD RIJCOSX def2/J DEFGRID3
* xyz 0 1
O 0.18 -0.27 0.24
N -2.14 -0.02 0.00
N -4.35 0.15 0.03
N -1.03 -3.40 0.31
C -3.29 -0.68 -0.02
C 2.34 0.27 0.79
C -2.42 1.31 0.20
C 1.33 -0.72 0.48
C -1.12 -2.25 0.23
C -3.77 1.39 0.19
C -0.99 -0.88 -0.03
H -0.19 -0.74 -2.31
H 0.57 -0.45 -2.85
H 2.52 1.05 -0.01
H -1.66 2.06 0.29
H 1.55 -1.72 0.67
H 2.18 0.66 1.75
H -3.33 -1.66 -0.26
H 3.19 -0.37 0.92
H -4.33 2.28 0.24
*
```

The calculation puts the HOMO-LUMO gap (alpha / beta) at 0.2520 / 0.2881 Eh. The calculation puts the HOMO energy (alpha / beta) at -7.8714 / -8.0808 eV.

List of natural (NBO) charges in e, atom by atom: O -0.3263; N -0.3364; N -0.4362; N -0.2829; C 0.1536; C -0.6823; C -0.1221; C 0.2228; C 0.1575; C -0.0796; C 0.2422; H -0.0131; H -0.0045; H 0.2390; H 0.2230; H 0.1792; H 0.2327; H 0.1998; H 0.2261; H 0.2076

***

Stability, lowest: version 2